Entry 1:
Here is 2 unconnected molecules or ions with the total composition CH3FN2O at a distorted geometry from the OMol25 dataset. Energies are from the ωB97M-V functional and the def2-TZVPD basis.

As for the LUMO energy: -0.17 eV. As for the highest occupied orbital energy: -10.44 eV. The charge is 0. Its energy above the lowest of the compared OMol25 structures with the same formula, charge and spin is 64.9 kcal/mol. The total energy comes out at -8827.453 eV. The value obtained for the orbital gap is 10.3 eV.

Each line ends with the Mulliken charge.
Atoms and positions in Å:
C1 0.338 -0.501 -0.148  0.575
N1 -1.091 -0.506 -0.027  -0.433
N2 0.821 0.801 -0.421  -0.254
O1 0.947 -1.532 0.002  -0.495
F1 2.125 0.986 0.150  -0.175
H1 -1.746 0.280 -0.283  0.218
H2 -1.491 -1.310 0.506  0.226
H3 0.097 1.783 0.222  0.337

***

Entry 2:
Here is C5H5ClN2O2 in the gas phase at a distorted geometry from the OMol25 dataset. Energies are from the ωB97M-V functional and the def2-TZVPD basis.

As for the LUMO energy: -0.97 eV. As for the highest occupied orbital energy: -9.72 eV. The charge is 0. Its energy above the lowest of the compared OMol25 structures with the same formula, charge and spin is 162.5 kcal/mol. The total energy comes out at -24857.198 eV. The SMILES is O=[N+]([O-])\C=C/N=C\C=C\Cl. The value obtained for the orbital gap is 8.7 eV.

Each line ends with the Mulliken charge.
Atoms and positions in Å:
C1 0.911 -0.648 1.170  0.016
C2 0.200 -1.548 0.576  -0.320
C3 -0.189 -0.528 -1.523  0.139
C4 1.059 0.679 0.594  -0.200
C5 -0.488 0.729 -0.850  -0.806
N1 0.048 -1.545 -0.800  -0.395
N2 -1.644 0.791 0.019  0.982
O1 -2.072 1.960 0.252  -0.583
O2 -2.249 -0.237 0.379  -0.526
Cl1 2.554 1.102 -0.249  -0.138
H1 1.540 -0.713 2.127  0.288
H2 0.110 -2.565 1.139  0.265
H3 -0.191 -0.604 -2.695  0.287
H4 0.727 1.519 1.202  0.372
H5 -0.316 1.607 -1.340  0.619

***

Entry 3:
Here is 7 unconnected molecules or ions with the total composition C39H84N5O10 at a distorted geometry from the OMol25 dataset. Energies are from the ωB97M-V functional and the def2-TZVPD basis.

As for the LUMO energy: -2.24 eV. As for the highest occupied orbital energy: -10.10 eV. The charge is +1. The total energy comes out at -69719.270 eV. The value obtained for the orbital gap is 7.9 eV.

Each line ends with the Mulliken charge.
Atoms and positions in Å:
C1 4.400 1.301 2.273  -0.011
C2 3.607 0.557 1.768  -2.219
C3 2.623 -0.365 1.134  1.878
O1 2.751 -1.707 1.539  0.160
C4 3.272 -1.930 2.842  -0.306
C5 2.912 -3.378 3.202  -0.525
O2 1.652 -3.458 3.854  -0.289
C6 1.766 -3.304 5.277  -0.335
C7 0.542 -2.518 5.758  -1.111
C8 1.258 0.135 1.641  -1.202
N1 0.099 -0.550 1.003  0.006
C9 -1.228 0.190 1.280  -0.390
N2 -1.337 0.778 2.586  -0.541
C10 0.299 -0.952 -0.442  0.193
C11 -0.970 -0.898 -1.293  -1.420
C12 -1.984 -2.017 -0.925  -1.146
C13 -3.442 -1.529 -0.925  -0.966
C14 -3.989 -1.503 -2.383  -0.078
C15 -4.997 -0.345 -2.616  -1.084
N3 -6.391 -0.740 -2.517  -0.551
C16 1.447 -0.228 -1.185  -0.865
O3 1.055 0.990 -1.766  -0.468
C17 0.947 2.091 -0.895  1.550
C18 0.423 3.303 -1.696  -1.342
N4 -0.934 3.676 -1.230  -0.229
C19 -0.926 4.868 -0.368  -1.422
C20 -0.641 4.558 1.100  2.950
C21 0.561 5.319 1.665  -1.453
O4 -1.800 4.887 1.879  -0.639
C22 2.791 -0.198 -0.415  -0.080
C23 3.784 -1.254 -0.922  -0.494
C24 5.121 -0.867 -1.015  -0.398
C25 6.020 -1.858 -1.428  -0.784
C26 5.496 -3.115 -1.699  -0.752
N5 4.228 -3.490 -1.643  -0.680
C27 3.378 -2.545 -1.238  -0.128
H1 4.960 2.032 2.810  0.698
H2 4.360 -1.844 2.847  0.320
H3 2.814 -1.290 3.601  0.325
H4 3.716 -3.888 3.734  0.517
H5 2.790 -3.902 2.249  -0.203
H6 1.803 -4.288 5.752  0.409
H7 2.688 -2.779 5.537  0.324
H8 -0.312 -2.878 5.186  0.244
H9 0.393 -2.635 6.828  0.426
H10 0.693 -1.464 5.513  0.204
H11 1.220 -0.121 2.698  0.927
H12 1.204 1.218 1.588  0.139
H13 -0.006 -1.424 1.519  0.938
H14 -2.019 -0.550 1.205  0.080
H15 -1.372 0.980 0.551  0.510
H16 -0.878 1.674 2.654  0.263
H17 -1.070 0.161 3.340  0.223
H18 0.602 -2.000 -0.425  0.300
H19 -0.637 -1.108 -2.310  1.011
H20 -1.436 0.084 -1.338  0.120
H21 -1.730 -2.390 0.081  0.560
H22 -1.849 -2.880 -1.578  0.497
H23 -4.057 -2.190 -0.316  0.511
H24 -3.448 -0.510 -0.530  0.270
H25 -3.129 -1.324 -3.037  0.264
H26 -4.443 -2.471 -2.586  0.145
H27 -4.819 0.024 -3.629  0.394
H28 -4.808 0.485 -1.933  0.393
H29 -6.646 -1.391 -3.242  0.272
H30 -6.634 -1.101 -1.605  0.217
H31 1.630 -0.881 -2.039  1.064
H32 1.896 2.380 -0.425  0.217
H33 0.214 1.945 -0.097  -0.992
H34 0.440 3.075 -2.759  0.429
H35 1.098 4.147 -1.514  0.312
H36 -1.436 3.961 -2.064  0.334
H37 -0.275 5.665 -0.743  0.451
H38 -1.940 5.279 -0.394  0.456
H39 -0.455 3.483 1.242  -1.801
H40 1.467 5.118 1.083  0.381
H41 0.389 6.388 1.723  0.225
H42 0.751 4.926 2.666  0.352
H43 -1.799 4.344 2.669  0.403
H44 3.269 0.767 -0.551  0.954
H45 5.435 0.134 -0.758  0.531
H46 7.079 -1.663 -1.510  0.558
H47 6.205 -3.885 -1.995  0.561
H48 2.337 -2.835 -1.170  0.420
C28 -4.302 -5.315 -5.834  -1.108
C29 -4.795 -5.137 -4.410  0.080
O5 -5.988 -4.356 -4.373  -0.466
H49 -4.116 -4.345 -6.295  0.280
H50 -3.382 -5.901 -5.863  0.333
H51 -5.054 -5.825 -6.441  0.343
H52 -4.051 -4.610 -3.813  0.017
H53 -4.985 -6.108 -3.942  0.266
H54 -6.651 -4.821 -4.893  0.282
C30 2.389 6.751 6.175  -1.023
C31 2.985 6.820 4.781  -0.231
O6 1.997 7.130 3.800  -0.386
H55 1.596 6.002 6.213  0.261
H56 3.148 6.496 6.915  0.345
H57 1.945 7.709 6.452  0.324
H58 3.411 5.858 4.499  0.244
H59 3.781 7.570 4.742  0.272
H60 1.619 7.985 4.027  0.214
C32 -1.388 10.090 1.924  -0.952
C33 -0.903 9.636 0.560  -0.328
O7 -0.737 8.219 0.507  -0.402
H61 -0.686 9.781 2.699  0.134
H62 -1.495 11.175 1.961  0.376
H63 -2.354 9.640 2.160  0.341
H64 0.069 10.072 0.335  0.298
H65 -1.605 9.948 -0.220  0.278
H66 -1.593 7.818 0.693  0.237
C34 -10.518 -2.016 -1.209  -1.100
C35 -9.321 -2.789 -1.727  -0.183
O8 -8.120 -2.410 -1.051  -0.471
H67 -10.358 -0.944 -1.330  0.293
H68 -11.427 -2.298 -1.741  0.339
H69 -10.669 -2.206 -0.143  0.324
H70 -9.161 -2.582 -2.784  0.247
H71 -9.477 -3.865 -1.608  0.287
H72 -8.240 -2.599 -0.115  0.244
C36 1.981 -6.887 0.330  -0.616
C37 0.510 -7.058 0.662  -0.138
O9 0.310 -7.336 2.045  -0.510
H73 2.541 -7.784 0.595  0.303
H74 2.124 -6.687 -0.733  0.317
H75 2.411 -6.057 0.898  -0.054
H76 0.088 -7.896 0.110  0.315
H77 -0.051 -6.155 0.394  0.128
H78 0.667 -6.598 2.549  0.287
C38 8.574 -1.152 -5.311  -0.942
C39 7.591 -2.204 -5.793  -0.202
O10 7.469 -3.275 -4.859  -0.490
H79 9.555 -1.598 -5.145  0.258
H80 8.675 -0.345 -6.038  0.338
H81 8.244 -0.722 -4.362  0.270
H82 7.930 -2.643 -6.729  0.286
H83 6.605 -1.757 -5.962  0.238
H84 7.159 -2.904 -4.029  0.221

***

Entry 4:
Here is a molecular structure, C19H23B2F9N5O4S4V at a distorted geometry from the OMol25 dataset. Energies are from the ωB97M-V functional and the def2-TZVPD basis.

As for the LUMO energy (alpha / beta): -6.07 / -5.51 eV. As for the highest occupied orbital energy (alpha / beta): -10.44 / -10.44 eV. As for the multiplicity: 2. The charge is +1. Its energy above the lowest of the compared OMol25 structures with the same formula, charge and spin is 0.0 kcal/mol. The total energy comes out at -130553.266 eV. As for the expectation value of S²: 0.80. The value obtained for the orbital gap (alpha / beta) is 4.4 / 4.9 eV.

Each line ends with the Mulliken charge.
Atoms and positions in Å:
V1 -0.236 0.800 0.553  -0.872
C1 -0.087 -3.616 1.400  -1.484
C2 -0.012 -2.141 1.292  0.573
N1 -0.531 -1.416 0.357  1.030
O1 -1.046 -2.060 -0.684  -0.587
B1 -2.085 -1.267 -1.437  0.925
F1 -3.110 -0.913 -0.566  -0.349
F2 -2.482 -1.984 -2.512  -0.345
O2 -1.438 0.038 -1.957  -0.548
N2 -1.446 0.942 -0.965  0.746
C3 -2.406 1.792 -0.863  0.873
C4 -3.428 2.024 -1.901  -1.702
C5 -2.427 2.477 0.470  0.614
N3 -1.619 1.916 1.315  1.052
O3 -1.471 2.447 2.549  -0.609
B2 -0.655 1.531 3.406  0.807
F3 -0.201 2.093 4.520  -0.246
F4 -1.268 0.310 3.544  -0.330
O4 0.699 1.188 2.452  -0.681
N4 0.631 -0.071 1.908  1.158
C6 0.634 -1.271 2.343  0.182
C7 1.118 -1.709 3.650  -1.692
C8 -3.263 3.642 0.804  -1.812
H1 -0.633 -4.025 0.558  0.369
H2 0.916 -4.045 1.432  0.339
H3 -0.600 -3.887 2.328  0.397
H4 -3.481 1.174 -2.573  0.341
H5 -4.403 2.198 -1.447  0.407
H6 -3.153 2.913 -2.479  0.425
H7 1.660 -0.913 4.156  0.385
H8 0.256 -1.995 4.260  0.377
H9 1.754 -2.587 3.512  0.450
H10 -3.478 4.226 -0.088  0.447
H11 -4.209 3.299 1.237  0.350
H12 -2.764 4.256 1.551  0.461
F5 5.242 1.663 -3.433  -0.282
C9 4.181 1.948 -2.691  0.544
C10 3.505 0.929 -2.044  -0.875
F6 3.952 -0.313 -2.154  -0.363
C11 2.402 1.261 -1.286  0.083
F7 1.691 0.286 -0.631  0.051
C12 1.973 2.547 -1.116  0.741
S1 0.615 2.933 -0.069  -0.234
C13 2.667 3.546 -1.769  0.242
F8 2.286 4.817 -1.631  -0.313
C14 3.756 3.257 -2.564  0.149
F9 4.401 4.228 -3.194  -0.266
S2 1.508 -1.533 -3.331  -0.263
C15 0.575 -2.598 -4.189  0.151
N5 -0.637 -2.382 -4.700  -0.128
C16 -1.362 -3.467 -5.355  -0.613
C17 -0.468 -4.721 -5.303  -0.456
S3 1.113 -4.217 -4.555  -0.121
H13 -1.117 -1.541 -4.423  0.212
H14 -1.584 -3.192 -6.384  0.318
H15 -2.304 -3.636 -4.835  0.256
H16 -0.274 -5.116 -6.295  0.371
H17 -0.910 -5.503 -4.693  0.316
C18 4.569 -1.672 0.949  -1.015
S4 3.087 -2.664 0.657  0.198
C19 3.471 -3.433 -0.938  -0.829
H18 5.363 -2.273 1.388  0.417
H19 4.314 -0.867 1.639  0.303
H20 4.918 -1.234 0.013  0.206
H21 3.272 -2.737 -1.745  -0.024
H22 2.805 -4.288 -1.056  0.330
H23 4.502 -3.781 -0.934  0.441